Version one
This record from OMol25 describes C4H8NOP in the gas phase. The level of theory is the ωB97M-V functional and the def2-TZVPD basis.

Summary:
Total charge   0
LUMO level   0.72 eV
Orbital gap   0.36394 hartree

```
15
Properties=species:S:1:pos:R:3:mulliken_charge:R:1
P -1.20629 0.53890 -0.09888 0.98
O -2.10749 1.63323 0.24311 -0.70
N 0.16107 1.22107 -0.69507 -0.31
C -1.89108 -0.49260 -1.53666 -1.10
C 1.03469 1.71607 -0.04467 0.69
C -0.62762 -0.62174 1.32179 -0.99
C 2.10558 2.19677 0.53098 -1.11
H 0.04473 -1.32510 0.83137 0.33
H -0.97226 -0.70837 -2.18371 0.30
H -2.52745 -1.32665 -1.36788 0.38
H -0.05500 -0.06746 2.04727 0.39
H -2.50654 0.07104 -2.12896 0.37
H 3.04413 1.69303 0.50463 0.26
H -1.60667 -1.10498 1.81960 0.28
H 2.15663 3.03848 1.30082 0.24
```

***

Version two
This record from OMol25 describes C4H8NOP in the gas phase. The level of theory is the ωB97M-V functional and the def2-TZVPD basis.

Summary:
Total charge   0
LUMO level (alpha / beta)   -2.10 / -1.14 eV
Orbital gap (alpha / beta)   0.26571 / 0.28056 hartree

```
15
Properties=species:S:1:pos:R:3:mulliken_charge:R:1
P 1.62525 -1.12825 -0.27131 0.28
O 3.14313 1.21045 0.17370 -0.48
N 1.60187 -1.93425 1.05055 -0.51
C -0.45235 0.71551 0.45715 -0.13
C 1.96377 1.50918 0.14356 0.01
C -1.31243 -0.51583 0.24056 -1.39
C 0.92778 0.54510 -0.04740 0.02
H 2.82699 -0.84798 -0.90017 0.06
H 1.63516 2.56544 0.19465 0.33
H -0.43669 0.97882 1.52306 0.31
H -0.88330 1.58638 -0.05261 0.33
H 0.89981 -1.64300 -1.34810 0.06
H -1.47008 -0.70482 -0.82115 0.32
H -0.81034 -1.38176 0.67872 0.45
H -2.28272 -0.40253 0.72041 0.34
```

***

Most stable: version one. Least stable: version two.

***

Version one
This record from OMol25 describes a 2-piece molecular cluster, C6H10N3O overall. The level of theory is the ωB97M-V functional and the def2-TZVPD basis.

Summary:
Total charge   +1
LUMO level   -3.45 eV
Orbital gap   0.33380 hartree

```
20
Properties=species:S:1:pos:R:3:mulliken_charge:R:1
O 1.88172 -1.71520 0.36301 -0.48
N -2.66266 -1.09056 -0.08039 -1.03
N -1.37114 -1.17170 -0.07462 0.49
N 2.16033 0.21708 1.26954 -0.31
C -3.28290 0.05038 0.04260 -0.04
C -2.54955 1.23268 0.39508 -0.37
C -1.19176 1.18358 0.14663 -0.16
C 2.18712 0.11838 -1.29841 -0.97
C 1.96262 -0.39812 0.13488 0.60
C -0.53834 -0.12224 -0.10164 0.00
H 2.45915 -2.17540 -0.24147 0.35
H -4.37697 0.20929 -0.04129 0.37
H 2.00616 -0.36323 2.08590 0.29
H -0.75361 2.15948 0.25291 0.33
H 1.88125 -0.65865 -1.92737 0.40
H 1.82161 1.17762 1.27313 0.30
H 3.27056 0.42665 -1.30345 0.35
H -1.08455 -2.11712 -0.14235 0.28
H 1.34036 0.86181 -1.40707 0.29
H -3.15941 2.17526 0.65437 0.30
```

***

Version two
This record from OMol25 describes C6H10N3O as an isolated structure. The level of theory is the ωB97M-V functional and the def2-TZVPD basis.

Summary:
Total charge   +1
LUMO level   -4.61 eV
Orbital gap   0.32613 hartree

```
20
Properties=species:S:1:pos:R:3:mulliken_charge:R:1
O -1.60873 0.68790 0.93875 -0.43
N -2.74230 0.12269 -2.87393 -0.45
N -1.32558 -0.21331 -1.15732 0.17
N 1.33430 -0.58900 0.88885 -0.46
C 1.60031 0.46211 1.51704 -0.02
C -1.02539 -0.25912 0.10448 0.13
C -2.60944 0.26568 -1.61788 -0.02
C 2.72724 0.62659 2.47553 -1.00
C -0.67997 -0.63417 -2.30262 -0.14
C -1.51566 -0.34782 -3.32075 -0.47
H -3.26957 0.55175 -0.81461 0.37
H 1.82820 -1.50410 1.01118 0.27
H -1.56585 -0.72693 -4.32868 0.39
H -1.46782 0.69539 1.88108 0.39
H 0.18260 -1.19703 -2.04798 0.40
H 1.13034 1.33549 1.23723 0.44
H 3.29724 -0.34925 2.44588 0.28
H 0.03791 -1.03527 0.51887 0.48
H 3.37420 1.27719 1.99441 0.35
H 2.29798 0.83121 3.45047 0.31
```

***

Most stable: version one. Least stable: version two.